(1)
{
  "formula": "C25H29B2F4N4O4Ti",
  "method": "ωB97M-V/def2-TZVPD",
  "charge": 1,
  "relative_energy_ev": 0.995,
  "homo_energy_ev": -11.23,
  "largest_force_ev_per_a": 0.64,
  "symbols": ["Ti", "F", "F", "F", "F", "O", "O", "O", "O", "N", "N", "N", "N", "C", "C", "C", "C", "C", "C", "C", "C", "C", "C", "C", "C", "C", "C", "C", "C", "C", "C", "C", "C", "C", "C", "C", "C", "C", "B", "B", "H", "H", "H", "H", "H", "H", "H", "H", "H", "H", "H", "H", "H", "H", "H", "H", "H", "H", "H", "H", "H", "H", "H", "H", "H", "H", "H", "H", "H"],
  "xyz": [[-0.209, 1.351, -0.425], [-3.718, 0.371, 1.088], [3.182, 0.928, -4.162], [-2.176, -0.025, 2.753], [1.114, 1.959, -4.074], [-2.236, 2.099, 1.760], [1.620, 0.034, -2.763], [2.600, 2.269, -2.259], [-1.409, 0.132, 0.570], [-1.472, 2.596, 0.778], [-0.094, 3.080, -1.201], [-1.689, 0.291, -0.808], [0.413, 0.085, -2.093], [-2.430, 4.822, 1.162], [-1.551, 3.838, 0.485], [2.809, 1.054, -0.211], [0.720, 1.777, 2.900], [-0.345, -0.922, -2.365], [3.566, 1.779, -1.285], [1.353, 1.064, 1.736], [-1.093, -4.582, 3.504], [1.344, -0.340, 1.690], [-0.632, -5.853, 3.185], [-0.455, 5.497, -1.192], [-0.411, -6.202, 1.859], [2.846, -0.329, -0.167], [-1.331, -3.654, 2.503], [-1.304, -3.019, 0.146], [2.065, 1.756, 0.751], [-2.874, -1.117, -2.413], [-1.614, -0.987, -1.549], [-1.464, -2.127, -0.642], [0.043, -1.987, -3.322], [2.102, -1.051, 0.771], [-1.102, -4.003, 1.172], [-0.643, -5.280, 0.851], [2.123, -2.550, 0.763], [-0.641, 4.106, -0.685], [2.053, 1.205, -3.466], [-2.487, 0.628, 1.590], [-0.227, 1.326, 3.189], [-0.452, -6.575, 3.970], [2.102, 2.841, 0.783], [-2.922, -0.304, -3.137], [1.394, 1.710, 3.757], [2.910, 3.077, -2.692], [-1.852, 5.415, 1.875], [0.304, -1.554, -4.287], [3.438, -0.865, -0.899], [-0.060, -7.194, 1.609], [0.257, 5.501, -2.013], [3.135, -2.922, 0.606], [1.497, -2.930, -0.047], [-3.218, 4.307, 1.706], [-2.866, 5.508, 0.437], [-3.734, -1.052, -1.750], [-0.478, -5.546, -0.184], [0.748, -0.878, 2.419], [-2.896, -2.074, -2.931], [-0.752, -2.718, -3.438], [0.939, -2.484, -2.945], [0.559, 2.834, 2.689], [4.275, 1.124, -1.788], [-1.275, -4.314, 4.536], [-0.114, 6.160, -0.395], [1.736, -2.962, 1.693], [-1.697, -2.662, 2.740], [4.088, 2.649, -0.889], [-1.409, 5.892, -1.551]]
}

=====

(2)
{
  "formula": "C25H29BBrCl4CsF7LiN2O16S3",
  "method": "ωB97M-V/def2-TZVPD",
  "homo_energy_ev": -4.30,
  "largest_force_ev_per_a": 9.08,
  "symbols": ["Cs", "Br", "Cl", "Cl", "Cl", "Cl", "S", "S", "S", "F", "F", "F", "F", "F", "F", "F", "O", "O", "O", "O", "O", "O", "O", "O", "O", "O", "O", "O", "O", "O", "O", "O", "N", "N", "C", "C", "C", "C", "C", "C", "C", "C", "C", "C", "C", "C", "C", "C", "C", "C", "C", "C", "C", "C", "C", "C", "C", "C", "C", "B", "Li", "H", "H", "H", "H", "H", "H", "H", "H", "H", "H", "H", "H", "H", "H", "H", "H", "H", "H", "H", "H", "H", "H", "H", "H", "H", "H", "H", "H", "H"],
  "xyz": [[-5.527, 6.025, -7.723], [4.101, -5.573, 0.929], [-6.065, 2.820, -7.081], [-3.809, 4.649, -6.788], [-5.569, -0.074, -5.826], [-3.391, -0.905, -7.578], [-2.425, 3.642, -2.008], [3.768, -2.391, -0.395], [-0.781, 5.510, 4.639], [-5.775, 1.213, 3.952], [-5.677, -0.073, 2.092], [-6.161, 4.642, 1.021], [-3.849, 1.157, 2.639], [-7.323, 2.248, 1.888], [-5.707, 1.921, 0.320], [-5.970, 4.234, 3.275], [7.763, -8.590, -0.700], [-1.988, 0.444, 6.337], [9.510, -5.593, -3.423], [2.974, -3.777, -0.107], [0.157, -0.238, 6.138], [6.344, -6.088, -0.391], [7.333, -5.595, -2.351], [8.490, -7.637, -2.602], [-1.516, -1.417, 5.157], [7.661, -6.499, -4.579], [3.140, -1.721, -1.509], [8.308, -5.879, -6.641], [-4.307, 1.394, -3.089], [10.572, -4.771, -5.226], [4.006, -1.719, 0.860], [0.334, 1.261, 2.649], [-3.685, 3.658, -0.824], [-1.201, 4.143, -0.917], [-2.935, -1.367, 5.303], [1.766, -3.716, 0.638], [1.502, 3.847, 0.872], [-3.152, 4.605, 3.110], [0.714, 5.058, 1.601], [5.284, -3.111, -0.954], [-1.003, -0.385, 5.903], [-5.898, 2.311, 1.668], [-3.925, 4.137, 1.823], [-4.201, -1.179, -6.033], [-0.856, 4.779, 1.711], [-5.467, 3.819, 1.993], [1.528, 1.377, 1.791], [2.219, 2.830, 1.912], [-3.181, 4.020, 0.461], [8.492, -5.921, -5.448], [-5.261, 1.196, 2.623], [-1.633, 4.339, 0.430], [0.615, -3.220, -0.216], [-4.555, 3.147, -6.219], [9.641, -5.359, -4.730], [-3.186, 0.066, 5.670], [-1.600, 4.942, 3.061], [7.069, -6.390, -1.309], [7.788, -7.659, -1.466], [8.249, -6.331, -3.238], [-1.282, -0.715, 3.017], [5.738, -3.662, -0.131], [5.072, -3.772, -1.793], [-3.489, -1.016, -5.225], [-3.717, 4.723, 4.103], [-1.527, 6.631, 5.043], [2.177, 3.229, 2.981], [2.242, 0.531, 2.123], [0.969, 6.060, 1.098], [-3.233, -2.061, 6.094], [-4.049, 0.182, 6.327], [-0.210, 2.066, 2.490], [-4.766, 3.237, -5.154], [-3.432, -1.655, 4.374], [1.208, 1.142, 0.709], [0.543, -3.795, -1.142], [-4.567, -2.204, -6.001], [-4.722, 0.879, -3.793], [0.756, -2.173, -0.496], [1.892, -3.096, 1.532], [-3.864, 2.322, -6.389], [-0.333, -3.301, 0.327], [5.941, -2.301, -1.273], [-4.879, 1.253, -2.323], [3.308, 2.680, 1.560], [1.551, -4.730, 0.979], [-3.319, 0.706, 4.794], [0.801, 3.204, 0.232], [1.142, 5.099, 2.675], [2.300, 4.282, 0.165]]
}